[1]
47
Properties=species:S:1:pos:R:3 method="wB97M-V/def2-TZVPD" e_homo_ev=-6.9 lumo_energy_ev=1.84 total_charge=-1 de_lowest_kcal_mol=34.56 fmax_ev_per_a=4.3 e_tot_ha=-1334.668498
O -0.0152 -0.1409 -0.6725
O -3.4052 0.8681 2.0315
O 2.8388 1.5961 -0.0065
O -2.2032 -1.6089 -1.3105
O -2.5362 3.4201 0.6715
O 0.6948 0.7531 1.2495
O -0.7222 -0.1129 3.3115
O -1.3682 -1.9019 1.5845
O -0.2052 -2.3239 -2.8855
O 2.2848 1.2891 -2.6965
O 2.6178 -1.1469 -0.4015
O -0.0342 2.9681 2.6905
O 0.8448 -3.6039 -0.8035
O 2.8328 -0.4969 2.3715
O 0.4588 -0.0669 -4.0005
O -1.2232 1.1581 0.6185
O -2.3142 1.5781 -1.7315
C -0.1532 0.6611 0.3755
H 0.2978 -2.8749 -2.2905
H 2.2178 -0.8669 3.0045
H -1.9762 3.9741 0.0365
H 1.1518 -3.2389 0.0325
H -1.8852 -2.6099 1.9615
H 0.9108 3.1101 2.4685
H 3.3528 -1.0799 -0.9895
H -1.9572 1.5121 -0.8175
H 3.3158 0.7821 0.1075
H -1.5432 -1.8659 0.6355
H -0.9382 -2.1119 -2.3485
H 2.3018 0.0101 1.7335
H -1.6642 1.9891 -2.3235
H -2.4952 0.6561 1.7245
H -2.0682 2.5691 0.7545
H -1.4832 -0.9559 -1.2945
H -1.0612 -0.7879 2.7045
H -2.9132 -1.1399 -0.7935
H -3.7212 0.3541 2.7615
H 0.0978 -4.1629 -0.5705
H -0.1892 0.3081 2.6215
H -0.1692 2.5071 1.8785
H 0.1258 -0.8199 -3.4905
H 3.0218 0.7001 -2.7125
H 2.9618 -1.6519 0.2915
H 1.0328 0.4151 -3.3915
H 0.8598 -0.4799 -0.6845
H 2.0648 1.3971 -1.7885
H 1.9598 1.4741 0.3835

---

[2]
8
Properties=species:S:1:pos:R:3 method="wB97M-V/def2-TZVPD" e_homo_ev="-6.7 / -10.0" lumo_energy_ev="0.67 / -5.60" total_charge=0 de_lowest_kcal_mol=34.37 fmax_ev_per_a=7.1 s2=2.012 e_tot_ha=-6063.993540 spin_multiplicity=3
Br 3.4921 1.7387 0.1183
Br 3.0818 -1.8173 -0.4412
Cl 0.5975 0.3258 -1.9224
P 2.1459 -0.0163 0.6006
O 1.9691 -0.3069 2.0105
C 0.3260 0.4462 -0.2325
H -0.0476 1.2954 0.0864
H -0.3231 -0.4739 0.1077

---

[3]
15
Properties=species:S:1:pos:R:3 method="wB97M-V/def2-TZVPD" e_homo_ev=-13.6 lumo_energy_ev=-8.20 total_charge=+2 de_lowest_kcal_mol=17.03 fmax_ev_per_a=2.4 e_tot_ha=-9253.674637
Rb 17.9211 -18.7487 -20.9915
Rb 23.3047 -18.3207 -16.9280
Br 23.3584 -12.7505 -18.2685
Br 21.3795 -10.5608 -19.3287
Br 21.3545 -11.3024 -16.2769
Ca 22.1302 -18.5482 -21.7936
P 20.7481 -16.4236 -19.2688
F 20.2817 -14.9983 -19.4646
F 19.3526 -17.1777 -19.1979
O 21.3912 -16.8823 -20.5421
O 21.4647 -16.6221 -18.0292
O 23.5115 -18.8021 -20.1394
C 21.6245 -11.9389 -18.0602
H 23.3219 -18.0035 -19.6428
H 20.8965 -12.7108 -18.2526